26
Properties=species:S:1:pos:R:3 method="wB97M-V/def2-TZVPD" lumo_energy_ev=-4.515 relative_energy_kcal_mol=94.0 charge=+1 spin_multiplicity=1 e_homo_ev=-13.12 total_energy_ha=-477.35223
C -1.905 0.060 -1.622
C -2.758 0.140 0.732
C 3.357 -1.258 0.004
C -1.501 0.514 -0.172
C -0.323 -0.191 0.428
C 1.415 0.065 -0.538
N 1.880 2.279 -0.256
N 1.230 1.314 -0.879
N 0.075 0.036 1.683
O 2.353 -0.270 0.460
H -2.590 -0.914 -1.630
H -0.996 -0.154 -2.283
H -2.498 0.903 -2.078
H -3.714 0.608 0.466
H -2.626 0.379 1.874
H -2.833 -0.959 0.673
H 2.787 -2.059 -0.541
H 3.876 -1.543 0.893
H 4.149 -0.900 -0.539
H -1.385 1.618 0.011
H -0.236 -1.269 0.291
H 1.400 -0.587 -1.372
H 1.725 3.210 -0.645
H 0.913 -0.350 2.103
H -0.472 0.793 2.111
H 2.760 1.952 0.096



26
Properties=species:S:1:pos:R:3 method="wB97M-V/def2-TZVPD" lumo_energy_ev=-5.947 relative_energy_kcal_mol=40.6 charge=+2 spin_multiplicity=1 e_homo_ev=-14.77 total_energy_ha=-456.58311
C -6.035 -1.107 1.310
C -8.565 2.156 -0.032
C -5.134 0.172 -1.881
C 12.811 -0.322 -0.681
C -5.995 -0.951 -1.158
C 12.587 -0.425 0.706
N -6.203 -0.567 0.230
N 11.491 -0.141 1.344
N -5.629 -1.536 2.352
N -7.909 1.340 0.694
H -8.913 3.167 0.355
H -5.328 1.174 -1.553
H -3.994 -0.043 -1.524
H -5.076 0.100 -2.950
H 11.936 0.124 -1.195
H 12.558 -1.308 -0.959
H 13.752 0.129 -0.944
H -6.812 -1.043 -1.780
H -5.398 -1.933 -1.200
H 13.366 -0.788 1.410
H 11.322 -0.324 2.318
H 10.605 0.073 0.773
H -8.657 2.004 -1.075
H -5.733 -1.764 3.312
H -7.230 0.365 0.350
H -7.819 1.449 1.778



24
Properties=species:S:1:pos:R:3 method="wB97M-V/def2-TZVPD" lumo_energy_ev="0.940 / 0.595" relative_energy_kcal_mol=61.6 spin_multiplicity=2 e_homo_ev="-3.08 / -9.50" total_energy_ha=-368.02506
C 0.104 -1.766 -1.118
C -0.725 -0.684 -0.432
C -0.478 -0.584 1.086
C 1.034 -0.562 1.462
C 2.716 0.522 2.872
C 1.446 0.466 2.473
N -0.536 0.695 -1.031
H -0.358 -2.570 -1.711
H 0.726 -1.265 -1.868
H 0.859 -2.179 -0.454
H -1.820 -0.760 -0.513
H -1.049 0.273 1.457
H -0.729 -1.549 1.571
H 1.699 -0.426 0.598
H 1.306 -1.553 1.888
H 3.521 -0.110 2.557
H 3.062 1.164 3.682
H 0.780 1.256 2.823
H -1.253 1.105 -1.699
H 0.359 0.733 -1.559
H -0.498 1.433 -0.301
H -2.478 2.057 -4.355
H -3.614 1.406 -3.733
O -2.661 1.455 -3.623



24
Properties=species:S:1:pos:R:3 method="wB97M-V/def2-TZVPD" lumo_energy_ev=-3.080 relative_energy_kcal_mol=17.2 charge=+1 spin_multiplicity=1 e_homo_ev=-13.20 total_energy_ha=-367.95508
C -1.679 0.722 0.220
C -1.705 -0.786 0.049
C -0.906 -1.220 -1.183
C 2.638 0.526 -1.325
C 1.245 0.065 -1.676
C 0.534 -0.832 -1.001
N -0.454 1.269 0.899
H -1.842 1.193 -0.748
H -2.542 1.040 0.801
H -1.277 -1.294 0.911
H -2.719 -1.043 -0.095
H -1.068 -2.278 -1.365
H -1.342 -0.773 -2.087
H 3.376 -0.219 -1.602
H 2.839 1.416 -1.866
H 2.761 0.723 -0.258
H 0.734 0.530 -2.517
H 0.920 -1.249 -0.061
H -0.427 0.908 1.868
H -0.552 2.279 0.936
H 0.333 0.907 0.351
H -0.076 -0.634 3.904
H 1.084 -0.662 2.883
O 0.125 -0.585 2.961



25
Properties=species:S:1:pos:R:3 method="wB97M-V/def2-TZVPD" lumo_energy_ev=-4.087 relative_energy_kcal_mol=22.1 charge=+1 spin_multiplicity=1 e_homo_ev=-12.48 total_energy_ha=-443.17817
C 2.136 0.943 -2.203
C -1.038 -1.570 1.262
C -1.656 -0.220 -0.626
C -1.395 0.787 1.546
C 1.702 1.073 -0.743
C 1.844 -0.190 0.013
N -0.949 -0.258 0.642
O 1.872 -1.299 -0.619
O 2.011 -0.236 1.299
H 3.192 0.701 -2.272
H 1.568 0.168 -2.708
H 1.967 1.885 -2.716
H -0.683 -2.324 0.562
H -0.420 -1.588 2.158
H -2.065 -1.825 1.547
H -1.200 -0.929 -1.313
H -2.715 -0.473 -0.520
H -1.592 0.779 -1.055
H -0.799 0.754 2.458
H -1.272 1.760 1.072
H -2.448 0.672 1.823
H 0.644 1.355 -0.719
H 2.257 1.869 -0.238
H 1.978 -2.087 -0.052
H 1.958 0.609 1.776



25
Properties=species:S:1:pos:R:3 method="wB97M-V/def2-TZVPD" lumo_energy_ev="-2.601 / -3.514" relative_energy_kcal_mol=127.8 charge=+1 spin_multiplicity=1 e_homo_ev="-11.65 / -10.41" total_energy_ha=-443.00970
C 0.220 1.389 1.255
C -1.026 1.437 -1.018
C -1.967 -0.809 1.056
C -0.944 -1.663 -0.956
C 2.434 -0.265 -0.555
C -0.267 0.717 -0.005
N -0.722 -0.697 0.165
O 3.305 0.638 -0.099
O 2.175 -1.402 0.124
H 1.058 2.001 1.049
H 0.656 0.722 1.888
H -0.398 2.231 1.620
H -0.525 2.342 -1.229
H -1.869 1.988 -0.501
H -1.315 0.862 -1.857
H -2.203 -1.762 1.319
H -1.770 -0.463 2.115
H -2.693 -0.115 0.576
H 0.017 -1.921 -1.293
H -1.345 -2.728 -0.755
H -1.534 -1.193 -1.737
H 2.299 -0.057 -1.635
H 0.123 -1.189 0.453
H 3.488 1.264 -0.792
H 2.803 -1.328 0.813